Entry 1:
# C3H3N3OS

The molecule C3H3N3OS in a non-equilibrium geometry (ωB97M-V/def2-TZVPD, OMol25).

## Properties
E   -20509.784 eV
SMILES   O=C(S)n1nccn1
LUMO   -0.020 eV
Gap between HOMO and LUMO   10.18 eV
2S+1   1

```
11
Properties=species:S:1:pos:R:3:lowdin_charge:R:1
C -1.78195 0.75472 0.16056 -0.81
C 1.39721 -0.76724 0.06941 -0.18
C 1.75821 0.51071 -0.27010 -0.19
H -1.83331 -1.51024 0.32773 -0.04
H 2.08034 -1.64147 -0.17329 0.12
H 2.94028 0.73307 -0.63266 0.18
N -0.32513 0.38995 0.20215 -0.14
N 0.09621 -0.94482 0.44218 0.08
N 0.71343 1.22848 -0.09112 0.10
O -2.16758 1.83350 0.17126 0.09
S -2.87771 -0.58665 -0.20613 0.80
```



Entry 2:
# ILi2

A structure of composition ILi2 (ωB97M-V/def2-TZVPD, OMol25).

## Properties
E   -8510.286 eV
LUMO (alpha / beta)   -1.223 / -0.040 eV
Gap between HOMO and LUMO (alpha / beta)   2.50 / 8.59 eV
2S+1   2

```
3
Properties=species:S:1:pos:R:3:mulliken_spin:R:1
Li 1.99703 0.45477 -1.84987 0.60
Li -2.23520 0.17159 1.60446 0.59
I 0.23817 -0.62636 0.24541 -0.18
```



Entry 3:
# C6H7N

The molecule C6H7N in a non-equilibrium geometry (ωB97M-V/def2-TZVPD, OMol25).

## Properties
E   -7818.492 eV
LUMO (alpha / beta)   0.960 / -0.509 eV
Gap between HOMO and LUMO (alpha / beta)   7.07 / 9.24 eV
2S+1   3

```
14
Properties=species:S:1:pos:R:3:mulliken_spin:R:1
C -1.45540 -0.89119 -0.17029 0.76
C 0.67791 0.13514 0.13988 0.13
C 1.96452 0.40445 0.43317 -0.01
C -0.35681 1.20041 -0.36550 0.10
C 0.00674 -1.20526 0.10572 -0.03
C -1.74212 0.85406 -0.07912 0.66
N -2.37607 -0.08332 0.46026 0.34
H -1.89876 -1.42159 -1.03179 0.03
H 2.57023 -0.43822 0.71572 0.00
H 2.46299 1.39969 0.40502 0.00
H -0.29540 1.92748 0.46530 0.02
H -0.14846 1.78803 -1.25320 -0.03
H 0.35518 -1.79332 -0.73248 0.01
H 0.23546 -1.87637 0.90731 0.04
```



Entry 4:
# C34H70ClF3N8O10

A cluster of 7 separate species, C34H70ClF3N8O10 in total in a non-equilibrium geometry (ωB97M-V/def2-TZVPD, OMol25).

## Properties
E   -89463.660 eV
SMILES   COCCCCC[C@]1(Cl)[C@@H](OCCNC[C@@H](C)O)NC(=O)[C@@H]1C(F)(F)F.CN(C)C=O.CN(C)C=O.CN(C)C=O.CN(C)C=O.CN(C)C=O.CN(C)C=O
LUMO   0.468 eV
Gap between HOMO and LUMO   8.87 eV
2S+1   1

```
126
Properties=species:S:1:pos:R:3:lowdin_charge:R:1
C 0.83564 4.85140 1.64990 -0.10
O -0.22932 4.78110 0.72031 -0.19
C -1.38095 4.13241 1.22948 -0.26
C -2.47266 4.16113 0.18326 -0.17
C -2.07586 3.57205 -1.18280 -0.18
C -1.15781 2.34818 -1.16334 -0.19
C -1.67609 1.18894 -0.30037 -0.18
C -0.59506 0.19863 0.09828 -0.59
Cl 0.65963 0.98938 1.11280 0.81
C -0.09816 -0.50372 -1.23096 -0.31
O 1.16482 -0.27018 -1.72017 -0.06
C 2.24958 -0.85549 -0.99118 -0.19
C 3.30616 -1.40543 -1.92601 -0.19
N 3.59308 -0.48961 -3.04371 -0.06
C 4.20106 0.78052 -2.63739 -0.17
C 3.30089 2.03773 -2.65194 -0.40
C 2.13108 1.99328 -3.62631 -0.04
O 2.79767 2.38452 -1.35647 -0.07
N -0.52379 -1.93257 -1.11718 0.16
C -1.58633 -1.92218 -0.20722 -0.41
O -2.65863 -2.45992 -0.35493 0.11
C -1.05476 -1.04117 0.90978 -0.11
C -1.82759 -0.87335 2.21091 -0.58
F -2.32695 0.34739 2.42315 0.15
F -2.82815 -1.75116 2.33224 0.15
F -0.98669 -1.12205 3.23859 0.11
H 1.72218 4.38299 1.21646 0.08
H 1.06307 5.89776 1.86997 0.08
H 0.59208 4.33222 2.58035 0.08
H -1.13389 3.11625 1.54967 0.08
H -1.73327 4.66392 2.12657 0.12
H -3.33357 3.61128 0.57687 0.11
H -2.77352 5.20195 0.04119 0.11
H -1.52293 4.35692 -1.70617 0.10
H -2.96565 3.39121 -1.78939 0.11
H -0.13992 2.66665 -0.93441 0.10
H -1.13282 1.98148 -2.19246 0.09
H -2.20190 1.56746 0.57060 0.09
H -2.41753 0.65253 -0.90485 0.12
H -0.74890 -0.09771 -2.00964 0.14
H 2.69646 -0.07969 -0.36588 0.08
H 1.89842 -1.64178 -0.31829 0.12
H 2.97287 -2.35156 -2.35708 0.12
H 4.21149 -1.55710 -1.32353 0.08
H 4.27109 -0.94637 -3.63846 0.10
H 5.08165 0.99189 -3.24546 0.12
H 4.56707 0.67929 -1.60214 0.12
H 3.95464 2.86557 -2.95958 0.12
H 2.07600 1.04935 -4.16359 0.07
H 2.21020 2.79773 -4.36084 0.07
H 1.19709 2.15089 -3.08913 0.06
H 3.50668 2.27593 -0.71512 0.08
H -0.88332 -2.26730 -2.00573 0.14
H -0.11714 -1.53111 1.17595 0.15
C 3.65833 -0.04346 5.68479 -0.36
O 4.14417 0.78735 6.43051 0.00
N 2.53803 -0.74069 5.94222 -0.19
C 2.00603 -1.72353 5.01279 -0.06
C 1.84482 -0.49425 7.19304 -0.05
H 4.10992 -0.29978 4.71123 0.13
H 0.99974 -1.43881 4.70398 0.08
H 1.96856 -2.70146 5.49249 0.08
H 2.63479 -1.79564 4.13045 0.08
H 1.53919 0.55046 7.25916 0.09
H 2.50000 -0.70562 8.03911 0.09
H 0.96603 -1.13235 7.24552 0.08
C -3.25010 0.27600 -4.30884 -0.33
O -3.03021 0.90649 -3.28947 0.01
N -3.87868 -0.91186 -4.33993 -0.19
C -4.14906 -1.61312 -5.57797 -0.06
C -4.28965 -1.50542 -3.07668 -0.03
H -2.94776 0.64037 -5.30410 0.14
H -5.22289 -1.76210 -5.70500 0.09
H -3.65895 -2.58868 -5.57951 0.09
H -3.77438 -1.03186 -6.41808 0.08
H -4.97252 -0.83672 -2.55110 0.09
H -3.42174 -1.66912 -2.43797 0.06
H -4.78283 -2.45624 -3.26252 0.10
C 0.97637 -4.96866 3.76864 -0.35
O 1.72763 -4.15734 3.26217 0.00
N 1.27409 -6.26765 3.95708 -0.20
C 0.34059 -7.19316 4.56574 -0.06
C 2.57795 -6.74632 3.53008 -0.04
H -0.03337 -4.69826 4.12220 0.14
H 0.76531 -7.62170 5.47569 0.09
H 0.10169 -8.00437 3.87540 0.09
H -0.57902 -6.67137 4.82175 0.08
H 3.36893 -6.20512 4.04985 0.09
H 2.70783 -6.58562 2.45961 0.09
H 2.65959 -7.80767 3.75035 0.08
C -3.08698 6.48064 -3.54963 -0.37
O -2.67908 5.55595 -4.22177 0.01
N -2.32514 7.50041 -3.10646 -0.20
C -2.86503 8.57670 -2.30433 -0.06
C -0.91232 7.50313 -3.44831 -0.04
H -4.14279 6.55697 -3.23472 0.13
H -2.72916 9.53624 -2.80821 0.09
H -2.36602 8.61790 -1.33374 0.09
H -3.92900 8.41536 -2.14273 0.08
H -0.78534 7.51555 -4.53123 0.09
H -0.42791 6.60585 -3.06190 0.09
H -0.44131 8.38291 -3.01696 0.08
C 6.60124 -3.25785 -0.54108 -0.33
O 5.72067 -2.45454 -0.29148 0.00
N 7.78068 -3.31392 0.09999 -0.20
C 8.79739 -4.29005 -0.23511 -0.06
C 8.03447 -2.35734 1.16607 -0.04
H 6.49634 -4.02047 -1.33104 0.14
H 9.02033 -4.91989 0.62810 0.09
H 9.71564 -3.79148 -0.55102 0.09
H 8.44593 -4.92248 -1.04759 0.08
H 7.28738 -2.46161 1.95275 0.09
H 7.97870 -1.33911 0.78127 0.09
H 9.02390 -2.53549 1.57898 0.09
C -8.09185 -2.58376 -0.63811 -0.36
O -7.64841 -3.59551 -1.14556 0.01
N -7.37319 -1.72550 0.11011 -0.19
C -7.95259 -0.52845 0.68208 -0.06
C -5.96779 -2.01720 0.34377 -0.03
H -9.14535 -2.27595 -0.75675 0.13
H -7.43894 0.36048 0.31008 0.09
H -7.87253 -0.54741 1.77093 0.09
H -9.00439 -0.46328 0.41049 0.08
H -5.42871 -2.07996 -0.59987 0.06
H -5.85861 -2.97580 0.85068 0.10
H -5.52607 -1.23427 0.95497 0.09
```



Listing energy above the lowest of the compared OMol25 structures with the same formula, charge and spin for the structures above in their given order: 3.5948; 0.0000; 1.7955; 0.0000 eV.